(1)
# C31H48BHoN2O2PS

A structure of composition C31H48BHoN2O2PS (the ωB97M-V functional and the def2-TZVPD basis, the Open Molecules 2025 dataset).

Atoms and positions in Å:
Ho (-0.984, 0.159, 0.406)
C (4.181, 0.422, -1.016)
C (2.697, 0.161, -1.098)
C (1.852, 1.395, -1.299)
C (2.528, -0.829, -2.295)
P (1.967, -0.554, 0.493)
C (3.045, 0.008, 1.832)
C (2.543, 1.161, 2.479)
C (3.358, 1.840, 3.392)
C (4.578, 1.248, 3.789)
C (5.026, 0.029, 3.229)
C (4.265, -0.572, 2.244)
C (2.149, -2.455, 0.542)
C (2.075, -2.983, 1.994)
C (3.439, -2.942, -0.120)
C (0.956, -3.230, -0.123)
H (4.418, 1.040, -1.921)
H (4.749, -0.499, -1.059)
H (4.441, 1.035, -0.146)
H (2.202, 1.859, -2.231)
H (1.883, 2.181, -0.513)
H (0.839, 1.129, -1.525)
H (2.419, -0.297, -3.249)
H (1.538, -1.321, -2.190)
H (3.338, -1.553, -2.413)
H (1.559, 1.544, 2.241)
H (3.046, 2.783, 3.809)
H (5.205, 1.730, 4.586)
H (6.009, -0.407, 3.504)
H (4.669, -1.517, 1.798)
H (2.713, -2.361, 2.678)
H (2.405, -4.012, 2.120)
H (1.040, -2.904, 2.367)
H (4.335, -2.346, 0.099)
H (3.387, -2.995, -1.222)
H (3.628, -3.961, 0.257)
H (0.053, -2.949, 0.439)
H (1.168, -4.309, -0.076)
H (0.728, -2.904, -1.158)
C (-3.535, 0.836, -4.436)
C (-3.868, 0.355, -3.028)
C (-5.390, 0.226, -2.865)
O (-3.407, 1.433, -2.151)
B (-2.481, 1.028, -1.262)
O (-2.096, -0.359, -1.526)
C (-2.951, -0.865, -2.649)
C (-3.639, -2.098, -2.097)
C (-2.033, -1.286, -3.750)
H (-3.998, 1.832, -4.553)
H (-3.905, 0.205, -5.198)
H (-2.470, 0.993, -4.577)
H (-5.798, 1.256, -2.906)
H (-5.624, -0.142, -1.878)
H (-5.879, -0.329, -3.699)
H (-4.150, -1.936, -1.146)
H (-2.832, -2.830, -1.967)
H (-4.412, -2.508, -2.816)
H (-1.320, -0.490, -4.020)
H (-2.557, -1.687, -4.652)
H (-1.330, -2.098, -3.356)
S (-1.607, 2.505, 1.298)
C (-1.234, 3.847, 0.284)
N (-1.889, 3.982, -0.914)
C (-1.858, 5.087, -1.669)
C (-1.055, 6.152, -1.214)
C (-0.214, 5.969, -0.099)
C (-0.278, 4.808, 0.619)
H (-2.395, 3.140, -1.139)
H (-2.405, 5.053, -2.600)
H (-1.122, 7.079, -1.779)
H (0.620, 6.730, 0.074)
H (0.377, 4.587, 1.468)
C (-0.239, 0.589, 4.278)
C (-0.907, -0.635, 3.726)
C (-1.146, -1.733, 4.571)
C (-1.845, -2.666, 3.857)
C (-1.994, -2.159, 2.566)
C (-2.755, -2.896, 1.461)
N (-1.440, -0.900, 2.449)
H (0.763, 0.300, 4.648)
H (-0.838, 0.961, 5.112)
H (-0.277, 1.410, 3.527)
H (-0.936, -1.754, 5.601)
H (-2.097, -3.636, 4.234)
H (-3.836, -2.553, 1.528)
H (-2.810, -3.961, 1.584)
H (-2.354, -2.663, 0.417)

Calculated values
E_tot = -3182.29653 Ha
energy above the lowest of the compared OMol25 structures with the same formula, charge and spin = 0.0 kcal per mole
highest occupied orbital energy (alpha / beta) = -8.7 / -8.7 eV
HOMO-LUMO gap (alpha / beta) = 0.2084 / 0.2092 hartree
spin multiplicity = 5
charge = +1
M = 719.520 g/mol
expectation value of S² = 6.0053


(2)
# C31H48GeN3O5RuS2

A structure of composition C31H48GeN3O5RuS2 (the ωB97M-V functional and the def2-TZVPD basis, the Open Molecules 2025 dataset).

Atoms and positions in Å:
Ru (0.344, 0.383, -0.465)
C (-2.304, 2.351, -2.673)
C (-2.089, 0.852, -2.683)
C (-2.276, 0.265, -4.020)
C (-2.952, 0.164, -1.670)
O (-0.683, 0.701, -2.281)
Ge (0.787, 0.099, -3.512)
O (1.820, 0.780, -2.007)
C (2.542, 2.063, -1.961)
C (2.632, 2.671, -3.353)
C (3.919, 1.707, -1.443)
C (1.799, 2.963, -0.977)
O (0.638, -1.515, -2.616)
C (1.002, -2.788, -3.096)
C (1.109, -3.667, -1.865)
C (2.264, -2.899, -3.942)
C (-0.158, -3.351, -3.887)
H (-3.352, 2.594, -2.796)
H (-1.724, 2.850, -3.482)
H (-1.913, 2.778, -1.724)
H (-3.339, 0.313, -4.305)
H (-1.949, -0.768, -4.041)
H (-1.673, 0.835, -4.768)
H (-3.994, 0.302, -1.976)
H (-2.825, 0.671, -0.735)
H (-2.720, -0.903, -1.611)
H (3.273, 2.086, -3.988)
H (3.076, 3.692, -3.280)
H (1.635, 2.800, -3.798)
H (4.414, 0.964, -2.095)
H (3.835, 1.368, -0.431)
H (4.563, 2.611, -1.442)
H (0.753, 3.110, -1.275)
H (2.335, 3.922, -0.998)
H (1.856, 2.587, 0.059)
H (0.386, -3.351, -1.106)
H (2.809, -4.398, -0.866)
H (1.081, -4.741, -2.045)
H (3.179, -2.684, -3.436)
H (2.158, -2.266, -4.833)
H (2.288, -3.966, -4.255)
H (-1.080, -3.338, -3.346)
H (0.111, -4.351, -4.182)
H (-0.226, -2.797, -4.808)
S (-1.153, -0.714, 0.774)
C (-0.369, -1.161, 2.337)
C (0.093, -2.427, 2.724)
C (0.607, -2.614, 4.020)
C (0.604, -1.558, 4.960)
C (0.133, -0.313, 4.549)
C (-0.306, -0.118, 3.244)
H (0.047, -3.258, 2.050)
H (0.999, -3.575, 4.351)
H (1.018, -1.747, 5.951)
H (0.171, 0.488, 5.262)
H (-0.620, 0.869, 2.925)
C (-3.723, 2.501, 5.296)
C (-3.940, 2.320, 3.793)
N (-2.731, 2.588, 3.025)
C (-2.617, 2.612, 1.675)
S (-1.184, 3.145, 0.943)
N (-3.636, 2.215, 0.907)
C (-4.869, 1.412, 1.117)
C (-6.124, 2.243, 0.946)
H (-4.655, 2.206, 5.778)
H (-3.522, 3.541, 5.581)
H (-2.956, 1.820, 5.655)
H (-4.762, 2.960, 3.441)
H (-4.230, 1.273, 3.664)
H (-1.946, 2.965, 3.535)
H (-3.436, 2.415, -0.046)
H (-4.814, 0.858, 2.024)
H (-4.870, 0.686, 0.326)
H (-6.123, 3.022, 1.705)
H (-7.009, 1.612, 1.083)
H (-6.139, 2.683, -0.055)
O (2.517, -3.523, -1.160)
C (2.686, -2.582, -0.148)
N (1.805, -1.572, -0.053)
C (2.311, -0.744, 0.923)
O (1.759, 0.347, 1.099)
C (3.506, -1.307, 1.473)
C (4.353, -0.902, 2.490)
C (5.467, -1.690, 2.768)
C (5.718, -2.859, 2.013)
C (4.847, -3.284, 1.022)
C (3.777, -2.475, 0.745)
H (4.114, -0.065, 3.094)
H (6.167, -1.396, 3.532)
H (6.629, -3.436, 2.234)
H (5.059, -4.159, 0.439)

Calculated values
E_tot = -4718.44038 Ha
energy above the lowest of the compared OMol25 structures with the same formula, charge and spin = 66.5 kcal per mole
highest occupied orbital energy (alpha / beta) = -9.5 / -10.3 eV
HOMO-LUMO gap (alpha / beta) = 0.2481 / 0.2493 hartree
spin multiplicity = 5
charge = +1
M = 780.555 g/mol
expectation value of S² = 6.0354


(3)
# C31H48O2P2Ti

A structure of composition C31H48O2P2Ti (the ωB97M-V functional and the def2-TZVPD basis, the Open Molecules 2025 dataset).

Atoms and positions in Å:
Ti (-0.674, 1.177, -2.396)
C (-0.102, 0.899, -0.355)
C (1.008, 1.498, -1.093)
C (-0.747, 3.054, -1.025)
C (-1.213, 1.853, -0.401)
C (0.622, 2.849, -1.431)
C (-0.144, -0.382, 0.378)
H (0.579, -1.126, 0.023)
H (-1.156, -0.830, 0.303)
H (-0.014, -0.225, 1.460)
C (-2.588, 1.658, 0.131)
H (-2.611, 0.854, 0.875)
H (-3.264, 1.356, -0.679)
H (-2.990, 2.605, 0.516)
C (-1.503, 4.337, -1.075)
H (-1.285, 4.980, -0.205)
H (-2.582, 4.153, -1.080)
H (-1.242, 4.909, -1.962)
C (1.554, 3.900, -1.914)
H (1.860, 4.575, -1.100)
H (1.056, 4.524, -2.662)
H (2.475, 3.469, -2.326)
C (2.360, 0.936, -1.372)
H (3.162, 1.493, -0.858)
H (2.594, 0.989, -2.446)
H (2.440, -0.111, -1.070)
C (-0.343, -3.719, -1.188)
C (0.631, -4.237, -0.433)
C (2.053, -4.499, -0.841)
C (2.356, -4.934, -2.311)
C (2.793, -3.940, -3.329)
C (2.199, -2.756, -3.543)
C (1.198, -2.230, -2.586)
C (-0.126, -3.071, -2.527)
H (2.405, -5.303, -0.178)
H (1.489, -5.484, -2.703)
H (2.664, -3.625, -0.605)
H (-0.186, -3.819, -3.333)
H (-1.352, -3.603, -0.763)
H (0.372, -4.475, 0.603)
H (-0.952, -2.356, -2.712)
H (1.608, -2.166, -1.569)
H (2.469, -2.142, -4.414)
H (0.958, -1.196, -2.886)
H (3.166, -5.667, -2.223)
H (3.616, -4.246, -3.974)
P (-1.148, -0.504, -4.518)
P (-0.641, 2.475, -4.319)
C (-1.022, 0.493, -6.104)
C (-1.558, 1.870, -5.779)
H (-1.595, -0.007, -6.889)
H (0.031, 0.495, -6.423)
H (-1.391, 2.607, -6.569)
H (-2.628, 1.843, -5.530)
C (-1.084, 4.219, -4.302)
H (-0.553, 4.723, -3.492)
H (-2.169, 4.318, -4.145)
H (-0.784, 4.678, -5.253)
C (1.074, 2.406, -5.007)
H (0.971, 2.641, -6.075)
H (1.533, 1.415, -4.897)
H (1.722, 3.143, -4.520)
C (-2.846, -1.154, -4.841)
H (-3.012, -2.043, -4.220)
H (-2.909, -1.458, -5.895)
H (-3.630, -0.417, -4.640)
C (-0.410, -1.937, -5.449)
H (0.621, -1.723, -5.747)
H (-1.004, -2.081, -6.362)
H (-0.443, -2.882, -4.904)
O (-2.141, -4.019, 1.548)
C (-2.290, -2.798, 1.778)
O (-2.544, -1.827, 0.995)
C (-2.122, -2.421, 3.247)
C (-2.768, -1.294, 3.788)
C (-2.584, -0.941, 5.128)
C (-1.771, -1.733, 5.957)
C (-1.119, -2.854, 5.423)
C (-1.319, -3.215, 4.089)
H (-3.424, -0.706, 3.138)
H (-3.083, -0.058, 5.528)
H (-1.655, -1.484, 7.010)
H (-0.464, -3.459, 6.047)
H (-0.868, -4.123, 3.689)

Calculated values
E_tot = -2892.32643 Ha
energy above the lowest of the compared OMol25 structures with the same formula, charge and spin = 0.0 kcal per mole
highest occupied orbital energy (alpha / beta) = -9.2 / -9.2 eV
HOMO-LUMO gap (alpha / beta) = 0.1591 / 0.1640 hartree
spin multiplicity = 2
charge = +1
M = 562.538 g/mol
expectation value of S² = 0.7585


(4)
# C31H49AlBN2O2P2S

A structure of composition C31H49AlBN2O2P2S (the ωB97M-V functional and the def2-TZVPD basis, the Open Molecules 2025 dataset).

Atoms and positions in Å:
Al (-0.507, -1.076, -0.581)
C (2.714, -3.556, 0.753)
C (2.765, -2.045, 0.504)
C (4.219, -1.568, 0.460)
C (2.048, -1.344, 1.667)
P (1.836, -1.651, -1.066)
C (2.311, 0.081, -1.499)
N (1.537, 0.987, -0.677)
B (0.164, 0.860, -0.263)
N (-0.124, 2.008, 0.523)
C (-1.359, 2.420, 1.178)
P (-1.508, 1.886, 2.968)
C (-2.544, 3.294, 3.674)
C (-1.715, 4.579, 3.506)
C (-3.919, 3.506, 3.042)
C (-2.690, 3.074, 5.188)
C (-2.594, 0.339, 2.812)
C (-1.599, -0.810, 2.581)
C (-3.307, 0.051, 4.136)
C (-3.623, 0.314, 1.679)
C (1.038, 2.778, 0.607)
C (1.281, 3.968, 1.279)
C (2.547, 4.525, 1.184)
C (3.552, 3.917, 0.433)
C (3.317, 2.730, -0.243)
C (2.055, 2.164, -0.137)
C (2.268, -2.722, -2.517)
C (1.584, -4.085, -2.345)
C (1.673, -2.030, -3.756)
C (3.773, -2.898, -2.717)
H (3.111, -3.751, 1.751)
H (1.694, -3.946, 0.722)
H (3.324, -4.114, 0.045)
H (4.712, -1.909, 1.372)
H (4.775, -1.971, -0.386)
H (4.292, -0.480, 0.449)
H (2.593, -1.565, 2.587)
H (2.004, -0.260, 1.557)
H (1.034, -1.732, 1.802)
H (3.378, 0.221, -1.325)
H (2.133, 0.252, -2.561)
H (-1.401, 3.507, 1.158)
H (-2.196, 2.080, 0.574)
H (-1.710, 4.953, 2.482)
H (-2.162, 5.365, 4.119)
H (-0.685, 4.442, 3.842)
H (-3.856, 3.646, 1.960)
H (-4.593, 2.674, 3.244)
H (-4.380, 4.404, 3.461)
H (-1.725, 2.863, 5.653)
H (-3.088, 3.985, 5.642)
H (-3.373, 2.266, 5.434)
H (-0.953, -0.961, 3.448)
H (-2.135, -1.742, 2.377)
H (-0.932, -0.564, 1.744)
H (-2.635, 0.146, 4.990)
H (-4.163, 0.707, 4.289)
H (-3.684, -0.976, 4.122)
H (-3.155, 0.279, 0.693)
H (-4.229, -0.592, 1.765)
H (-4.297, 1.169, 1.703)
H (0.516, 4.450, 1.871)
H (2.757, 5.450, 1.702)
H (4.527, 4.381, 0.371)
H (4.096, 2.274, -0.840)
H (0.512, -3.977, -2.175)
H (1.722, -4.658, -3.264)
H (2.001, -4.665, -1.527)
H (0.645, -1.696, -3.595)
H (2.270, -1.177, -4.075)
H (1.655, -2.741, -4.583)
H (4.231, -3.488, -1.923)
H (3.936, -3.429, -3.657)
H (4.294, -1.941, -2.788)
O (-1.767, -0.543, -7.262)
C (-1.210, -1.583, -6.614)
O (-0.431, -2.308, -7.160)
C (-1.572, -1.760, -5.167)
C (-1.609, -3.060, -4.663)
C (-1.819, -3.284, -3.319)
C (-1.990, -2.203, -2.448)
S (-2.164, -2.488, -0.686)
C (-1.992, -0.904, -2.959)
C (-1.776, -0.685, -4.318)
H (-2.477, -0.147, -6.740)
H (-1.447, -3.887, -5.342)
H (-1.843, -4.292, -2.928)
H (-2.205, -0.062, -2.309)
H (-1.745, 0.332, -4.691)

Calculated values
E_tot = -2818.77419 Ha
energy above the lowest of the compared OMol25 structures with the same formula, charge and spin = 0.0 kcal per mole
highest occupied orbital energy = -10.6 eV
HOMO-LUMO gap = 0.2713 hartree
spin multiplicity = 1
charge = +1
M = 613.554 g/mol


(5)
# C31H49ClCoFP

A structure of composition C31H49ClCoFP (the ωB97M-V functional and the def2-TZVPD basis, the Open Molecules 2025 dataset).

Atoms and positions in Å:
Co (-0.217, 0.143, 0.032)
Cl (-1.602, 0.788, 1.567)
P (1.331, 0.803, -1.588)
C (0.581, -1.428, -0.611)
H (1.449, -2.057, -0.351)
H (-0.092, -1.990, -1.301)
C (0.902, 2.627, -1.761)
C (0.987, -0.041, -3.206)
C (1.853, 3.571, -2.508)
H (-0.038, 2.594, -2.335)
C (1.191, 4.945, -2.695)
H (2.785, 3.703, -1.941)
H (2.129, 3.168, -3.491)
C (0.718, 5.567, -1.372)
H (1.889, 5.623, -3.201)
H (0.330, 4.826, -3.365)
C (-0.095, 4.591, -0.514)
H (1.597, 5.898, -0.803)
H (0.121, 6.463, -1.584)
C (0.591, 3.227, -0.384)
H (-0.263, 5.020, 0.483)
H (-1.086, 4.450, -0.970)
H (1.522, 3.341, 0.189)
H (-0.063, 2.572, 0.218)
C (3.214, 0.744, -1.442)
C (1.807, -1.325, -3.377)
H (-0.059, -0.349, -3.065)
C (1.300, -2.140, -4.571)
H (2.868, -1.098, -3.529)
H (1.759, -1.928, -2.466)
C (1.290, -1.319, -5.867)
H (1.922, -3.036, -4.700)
H (0.279, -2.483, -4.350)
C (0.599, 0.046, -5.708)
H (2.324, -1.167, -6.211)
H (0.781, -1.892, -6.654)
C (1.045, 0.832, -4.466)
H (0.777, 0.650, -6.607)
H (-0.487, -0.113, -5.650)
H (2.067, 1.209, -4.624)
H (0.402, 1.714, -4.360)
C (3.765, 1.582, -0.282)
H (3.397, -0.322, -1.222)
C (5.257, 1.314, -0.044)
H (3.622, 2.651, -0.494)
H (3.223, 1.367, 0.643)
C (6.109, 1.524, -1.299)
H (5.609, 1.962, 0.768)
H (5.372, 0.283, 0.311)
C (5.516, 0.823, -2.524)
H (6.179, 2.600, -1.498)
H (7.126, 1.159, -1.115)
C (4.017, 1.100, -2.711)
H (6.058, 1.129, -3.425)
H (5.661, -0.260, -2.425)
H (3.889, 2.167, -2.936)
H (3.662, 0.558, -3.595)
C (1.502, 0.290, 2.024)
C (1.883, -0.922, 1.480)
H (1.649, 1.240, 1.490)
C (1.576, -2.218, 2.179)
H (2.579, -0.914, 0.634)
C (0.468, -2.056, 3.235)
H (1.251, -3.000, 1.483)
H (2.486, -2.625, 2.660)
C (0.790, -0.894, 4.175)
H (-0.495, -1.877, 2.740)
H (0.352, -2.988, 3.805)
C (1.053, 0.437, 3.442)
H (-0.028, -0.759, 4.892)
H (1.696, -1.159, 4.738)
H (0.138, 1.045, 3.443)
H (1.795, 1.017, 4.018)
F (-5.420, 0.411, -3.334)
C (-4.208, 0.317, -2.693)
C (-3.493, 1.496, -2.487)
C (-2.291, 1.406, -1.746)
C (-1.801, 0.168, -1.338)
C (-2.528, -0.988, -1.577)
C (-3.769, -0.929, -2.254)
H (-3.850, 2.457, -2.839)
H (-1.768, 2.313, -1.475)
H (-2.169, -1.950, -1.218)
H (-4.371, -1.822, -2.428)

Calculated values
E_tot = -3494.73208 Ha
highest occupied orbital energy (alpha / beta) = -2.8 / -4.6 eV
HOMO-LUMO gap (alpha / beta) = 0.1998 / 0.2679 hartree
spin multiplicity = 5
charge = -1
M = 566.091 g/mol
expectation value of S² = 6.0211